[1]
A single C4H7NO2 molecule in a non-equilibrium geometry, computed with ωB97M-V/def2-TZVPD.

Positions of all 14 atoms, in Å:
O -0.879 -0.206 0.302
O 1.151 0.414 -0.490
N -1.584 1.753 1.405
C 0.451 -1.861 -0.859
C -0.761 1.114 0.699
C 0.436 -0.681 0.070
C 0.478 1.543 -0.040
H 0.872 -0.914 1.050
H 1.482 -2.199 -0.991
H 1.126 2.416 -0.080
H -0.524 1.821 -0.691
H 0.035 -1.587 -1.832
H -0.137 -2.676 -0.433
H -2.147 1.063 1.890

Calculated values
Relative energy (zero: lowest compared OMol25 entry of this formula, charge and spin): 287.2 kJ/mol
HOMO energy: -9.215 eV
SMILES string: [H]/N=C1/CO[C@H](C)O1
Spin multiplicity: 1
Total charge: 0
LUMO: 0.9 eV
Max |F|: 0.07379 Eh/bohr

***

[2]
A single C4H7NO2 molecule, computed with ωB97M-V/def2-TZVPD.

Positions of all 14 atoms, in Å:
O 1.458 -1.577 1.689
O -1.011 1.173 -1.270
N -0.899 -1.027 -1.601
C 0.524 -1.202 1.018
C -0.492 0.114 -0.968
C 0.528 0.092 0.173
C 0.234 1.454 0.920
H -0.374 -1.852 0.948
H -0.690 1.389 1.502
H 0.059 2.304 0.244
H 1.556 0.147 -0.215
H 1.080 1.707 1.546
H -1.583 -0.826 -2.317
H -0.390 -1.895 -1.669

Calculated values
Relative energy (zero: lowest compared OMol25 entry of this formula, charge and spin): 91.0 kJ/mol
HOMO energy: -10.005 eV
SMILES string: C[C@@H](C=O)C(N)=O
Spin multiplicity: 1
Total charge: 0
LUMO: 0.6 eV
Max |F|: 0.01683 Eh/bohr

***

[3]
A single C4H7NO2 molecule, computed with ωB97M-V/def2-TZVPD.

Positions of all 14 atoms, in Å:
O -1.205 -1.402 -1.445
O 1.172 1.993 0.387
N 1.102 0.352 1.946
C 1.034 0.816 0.662
C -0.765 -0.600 -0.364
C -1.675 -0.061 -1.374
C 0.707 -0.247 -0.376
H 1.388 1.005 2.660
H 1.297 -1.157 -0.206
H -2.735 0.044 -1.149
H 1.178 -0.632 2.144
H 0.973 0.149 -1.358
H -1.284 0.617 -2.132
H -1.186 -0.876 0.605

Calculated values
Relative energy (zero: lowest compared OMol25 entry of this formula, charge and spin): 135.3 kJ/mol
HOMO energy: -9.964 eV
SMILES string: NC(=O)C[C@H]1CO1
Spin multiplicity: 1
Total charge: 0
LUMO: 0.8 eV
Max |F|: 0.00727 Eh/bohr

***

[4]
A 2-piece molecular cluster, C4H7NO2 overall in a non-equilibrium geometry, computed with ωB97M-V/def2-TZVPD.

Positions of all 14 atoms, in Å:
O 0.486 2.552 -1.642
O 1.697 0.687 -2.071
N -1.452 -1.331 2.180
C 0.608 -1.675 0.907
C 0.585 1.458 -2.173
C -2.130 -0.500 1.446
C -0.052 -1.340 2.034
H 1.455 -0.236 -2.211
H -3.221 -0.612 1.364
H 1.706 -1.726 0.881
H -0.203 1.001 -2.745
H -1.671 0.363 0.908
H 0.062 -1.976 0.024
H 0.509 -1.066 2.945

Calculated values
Relative energy (zero: lowest compared OMol25 entry of this formula, charge and spin): 254.6 kJ/mol
HOMO energy: -9.281 eV
SMILES string: C=CN=C.O=CO
Spin multiplicity: 1
Total charge: 0
LUMO: 0.5 eV
Max |F|: 0.05282 Eh/bohr

***

[5]
A single C4H7NO2 molecule, computed with ωB97M-V/def2-TZVPD.

Positions of all 14 atoms, in Å:
O -0.255 0.342 2.979
O 0.063 -1.047 -2.124
N -0.447 0.265 0.718
C 0.536 -0.293 -1.043
C -0.458 0.814 -0.638
C 0.373 -0.891 0.382
C -0.592 0.850 1.926
H 0.723 -1.714 -2.344
H -1.420 0.693 -1.146
H 1.278 -0.973 0.992
H -0.179 -1.838 0.401
H -1.062 1.851 1.853
H -0.111 1.849 -0.732
H 1.549 0.093 -1.224

Calculated values
Relative energy (zero: lowest compared OMol25 entry of this formula, charge and spin): 159.3 kJ/mol
HOMO energy: -9.432 eV
SMILES string: O=CN1CC(O)C1
Spin multiplicity: 1
Total charge: 0
LUMO: 0.6 eV
Max |F|: 0.00725 Eh/bohr

***

[6]
A single C4H7NO2 molecule in a non-equilibrium geometry, computed with ωB97M-V/def2-TZVPD.

Positions of all 14 atoms, in Å:
O 1.218 0.379 1.338
O -2.219 1.439 0.491
N 2.003 -0.086 -0.698
C -0.445 0.027 -0.341
C 0.996 0.181 0.153
C -0.909 -1.069 0.627
C -1.202 1.331 -0.145
H -0.751 2.210 -0.654
H -0.253 -0.829 1.505
H -1.942 -0.944 0.942
H -0.495 -0.209 -1.421
H -0.795 -2.060 0.160
H 2.903 -0.220 -0.264
H 1.892 -0.149 -1.692

Calculated values
Relative energy (zero: lowest compared OMol25 entry of this formula, charge and spin): 99.6 kJ/mol
HOMO energy: -10.088 eV
SMILES string: C[C@@H](C=O)C(N)=O
Spin multiplicity: 1
Total charge: 0
LUMO: 0.6 eV
Max |F|: 0.03459 Eh/bohr